This record from the OMol25 dataset describes one molecule with the formula C4H5FOS in a non-equilibrium geometry. The level of theory is ωB97M-V with the def2-TZVPD basis set.

Structure (XYZ):
```
12
Properties=species:S:1:pos:R:3:forces:R:3:nbo_charge:R:1
S 2.3471 -0.1157 -0.3180 -2.2 0.8 0.9 0.110
F -0.4874 -1.4329 0.5751 0.8 1.2 1.9 -0.348
O -2.6784 -0.0227 0.0416 0.9 2.1 -3.3 -0.721
C -0.1782 -0.0581 1.0191 -5.7 -0.5 1.0 0.074
C -1.3406 0.6995 0.1910 -1.6 1.1 -0.7 0.084
C -0.2878 0.8171 -1.0205 0.6 1.1 -0.9 -0.517
C 0.7613 0.2856 -0.0144 3.7 -0.5 -3.5 -0.090
H 0.1158 1.9323 -1.2329 -1.5 -2.3 0.2 0.248
H -3.1612 0.2964 -0.8987 2.3 -1.1 3.8 0.478
H -0.4724 0.2464 -2.0846 0.6 1.3 3.0 0.268
H -1.6103 1.7496 0.5978 0.7 -1.7 -0.5 0.180
H -0.3396 0.2384 2.1454 1.4 -1.5 -2.0 0.234
```
Positions in Å, forces in eV/Å.

SMILES = O[C@@H]1CC(=S)[C@@H]1F
max |F| = 5.82 eV Å⁻¹
LUMO = -1.0430 eV
net charge = 0
E_tot = -728.55291 Ha
Kohn-Sham gap = 8.0 eV